Computed, not measured: C38H35N2O2SV as an isolated structure, with ωB97M-V with the def2-TZVPD basis set.

Results
F_max (eV/Å): 0.417
Expectation value of S²: 3.7886
E (eV): -83573.0586
Frontier orbital gap (spin up / spin down) (eV): 3.68 / 6.97
Multiplicity: 4
Charge: -1

Each line ends with the Mulliken charge.
CARTESIAN COORDINATES (ANGSTROEM)
V1 1.221 0.754 0.366  -0.002
C1 3.019 0.829 1.804  0.462
C2 1.882 1.348 2.474  1.100
C3 1.492 2.548 1.809  0.456
C4 2.378 2.767 0.733  1.160
C5 3.313 1.692 0.718  0.853
C6 4.420 1.465 -0.266  -1.820
C7 2.301 3.910 -0.233  -1.662
C8 0.327 3.419 2.165  -1.532
C9 1.180 0.752 3.657  -1.600
C10 3.802 -0.405 2.133  -1.639
H1 5.396 1.557 0.220  0.353
H2 4.377 2.189 -1.079  0.316
H3 4.342 0.480 -0.730  0.300
H4 2.517 4.859 0.269  0.323
H5 1.313 3.968 -0.692  0.300
H6 3.024 3.790 -1.039  0.306
H7 0.626 4.246 2.817  0.385
H8 -0.448 2.853 2.685  0.266
H9 -0.119 3.852 1.266  0.286
H10 1.364 1.331 4.568  0.327
H11 1.510 -0.270 3.837  0.273
H12 0.097 0.723 3.507  0.101
H13 4.784 -0.142 2.537  0.383
H14 3.951 -1.022 1.247  0.347
H15 3.287 -1.023 2.868  0.253
O1 -0.288 2.497 -1.525  -0.835
C11 0.464 1.746 -2.220  -0.616
N1 1.388 0.875 -1.625  1.189
C12 2.076 0.152 -2.606  -0.451
O2 2.972 -0.670 -2.372  -0.853
C13 1.512 0.560 -3.885  0.080
C14 1.787 0.148 -5.188  -0.510
C15 1.091 0.715 -6.234  -0.485
C16 0.104 1.713 -5.985  -0.558
C17 -0.176 2.130 -4.707  -0.437
C18 0.528 1.552 -3.633  0.676
H16 2.545 -0.609 -5.357  0.455
H17 1.290 0.409 -7.255  0.381
H18 -0.426 2.149 -6.825  0.390
H19 -0.922 2.895 -4.519  0.439
N2 -0.809 0.801 0.670  0.009
S1 -1.819 -0.377 0.964  0.198
C19 -2.842 -0.592 -0.495  0.298
C20 -3.935 -1.449 -0.445  -0.629
C21 -4.660 -1.676 -1.601  -0.551
C22 -4.278 -1.066 -2.793  -0.505
C23 -3.179 -0.225 -2.828  -0.423
C24 -2.446 0.023 -1.670  -0.612
C25 -3.044 0.285 2.094  0.236
C26 -3.882 1.327 1.716  -0.381
C27 -4.745 1.870 2.652  -0.768
C28 -4.765 1.368 3.951  -0.392
C29 -3.927 0.328 4.318  -0.609
C30 -3.054 -0.220 3.384  -0.245
H20 -1.237 1.663 0.333  0.263
H21 -4.217 -1.932 0.483  0.420
H22 -5.514 -2.340 -1.580  0.377
H23 -4.837 -1.263 -3.699  0.392
H24 -2.856 0.239 -3.752  0.522
H25 -1.584 0.682 -1.702  0.476
H26 -3.859 1.705 0.701  0.443
H27 -5.400 2.684 2.372  0.404
H28 -5.442 1.797 4.679  0.378
H29 -3.943 -0.058 5.328  0.394
H30 -2.383 -1.024 3.659  0.463
C31 1.145 -1.318 0.472  -0.547
C32 1.070 -2.530 0.592  0.420
C33 1.041 -3.956 0.680  0.083
C34 0.880 -4.605 1.910  -0.469
C35 0.853 -5.988 1.986  -0.488
C36 0.987 -6.756 0.837  -0.458
C37 1.150 -6.124 -0.389  -0.476
C38 1.178 -4.742 -0.470  -0.428
H31 0.780 -4.003 2.804  0.415
H32 0.730 -6.468 2.950  0.366
H33 0.969 -7.837 0.896  0.365
H34 1.261 -6.711 -1.293  0.378
H35 1.313 -4.245 -1.422  0.519


Computed, not measured: C38H35N3OP2PdSe3Te as an isolated structure in a non-equilibrium geometry, with ωB97M-V with the def2-TZVPD basis set.

Results
F_max (eV/Å): 1.956
E (eV): -271883.3734
Frontier orbital gap (spin up / spin down) (eV): 5.21 / 5.13
Charge: 0

Each line ends with the Mulliken charge.
CARTESIAN COORDINATES (ANGSTROEM)
Pd1 -0.678 -1.740 0.128  -0.529
Se1 -2.266 -3.679 0.252  -0.246
Se2 -0.248 -3.802 1.276  -0.192
Te1 1.085 -3.279 -0.891  0.210
Se3 3.193 -2.167 -0.620  -0.571
C1 6.355 -1.122 8.128  -1.425
C2 5.700 -1.783 6.956  0.779
C3 5.106 -1.026 5.955  -0.684
C4 4.517 -1.626 4.861  -0.176
C5 4.500 -3.014 4.752  0.056
N1 3.865 -3.641 3.660  -0.034
C6 2.711 -3.227 3.087  -0.078
O1 2.329 -3.636 2.003  -0.382
N2 1.966 -2.354 3.854  0.158
C7 0.939 -1.588 3.300  -0.559
C8 -0.332 -1.523 3.867  -0.339
C9 -1.312 -0.773 3.230  -0.897
C10 -0.995 -0.127 2.039  0.333
N3 0.235 -0.171 1.497  -0.655
C11 1.181 -0.873 2.119  0.182
C12 5.114 -3.781 5.736  -0.536
C13 5.707 -3.166 6.822  -0.710
H1 5.941 -0.128 8.287  0.356
H2 7.424 -1.018 7.943  0.290
H3 6.230 -1.715 9.032  0.373
H4 5.114 0.051 6.023  0.368
H5 4.085 -1.025 4.077  0.468
H6 4.365 -4.354 3.148  0.334
H7 2.052 -2.412 4.858  0.367
H8 -0.553 -2.065 4.775  0.419
H9 -2.314 -0.718 3.630  0.433
H10 -1.707 0.535 1.543  0.299
H11 2.163 -0.871 1.647  0.599
H12 5.129 -4.858 5.646  0.441
H13 6.180 -3.770 7.583  0.375
C14 -2.848 0.921 -1.644  -1.809
P1 -1.667 -0.494 -1.574  2.626
C15 -0.379 0.010 -2.750  0.197
C16 0.915 0.141 -2.259  -0.750
C17 1.962 0.420 -3.121  -0.749
C18 1.706 0.623 -4.466  -0.659
C19 0.408 0.540 -4.948  -0.841
C20 -0.633 0.210 -4.103  -0.263
C21 -2.594 -1.767 -2.489  0.079
C22 -3.952 -1.960 -2.245  -0.182
C23 -4.640 -2.957 -2.911  -0.555
C24 -3.976 -3.768 -3.817  -0.555
C25 -2.613 -3.621 -4.014  -0.805
C26 -1.914 -2.641 -3.333  -0.747
P2 -1.894 2.399 -1.047  0.148
C27 -1.124 2.982 -2.614  0.802
C28 -1.870 3.233 -3.761  -0.677
C29 -1.266 3.787 -4.872  -0.768
C30 0.081 4.111 -4.847  -0.555
C31 0.828 3.862 -3.711  -0.591
C32 0.228 3.302 -2.596  -0.273
C33 -3.206 3.681 -1.072  0.536
C34 -4.564 3.454 -1.247  -0.214
C35 -5.444 4.522 -1.309  -0.692
C36 -4.980 5.819 -1.186  -0.492
C37 -3.626 6.053 -0.995  -0.658
C38 -2.749 4.990 -0.931  -0.496
H14 -3.663 0.732 -0.935  0.864
H15 -3.249 1.027 -2.658  0.755
H16 1.100 0.035 -1.188  0.718
H17 2.968 0.445 -2.735  0.420
H18 2.518 0.832 -5.148  0.402
H19 0.203 0.722 -5.992  0.467
H20 -1.635 0.095 -4.498  0.485
H21 -4.460 -1.331 -1.525  0.304
H22 -5.696 -3.091 -2.734  0.428
H23 -4.520 -4.523 -4.368  0.391
H24 -2.084 -4.260 -4.706  0.413
H25 -0.838 -2.536 -3.470  0.468
H26 -2.930 3.016 -3.785  0.374
H27 -1.852 3.976 -5.760  0.420
H28 0.540 4.566 -5.712  0.411
H29 1.880 4.106 -3.688  0.462
H30 0.810 3.116 -1.704  0.446
H31 -4.958 2.453 -1.343  0.320
H32 -6.497 4.333 -1.461  0.400
H33 -5.669 6.648 -1.248  0.382
H34 -3.254 7.063 -0.899  0.394
H35 -1.690 5.162 -0.785  0.391


Computed, not measured: a 7-piece molecular cluster, C38H35N7O10 overall in a non-equilibrium geometry, with ωB97M-V with the def2-TZVPD basis set.

Results
F_max (eV/Å): 3.543
SMILES string: O=[N+]([O-])c1ccccc1.O=[N+]([O-])c1ccccc1.O=[N+]([O-])c1ccccc1.O=[N+]([O-])c1ccccc1.O=[N+]([O-])c1ccccc1.c1cc[nH]c1.c1cc[nH]c1
E (eV): -70863.4863
Frontier orbital gap (eV): 7.17
Charge: 0

Each line ends with the Mulliken charge.
CARTESIAN COORDINATES (ANGSTROEM)
C1 3.747 -4.459 -4.645  -0.550
C2 3.578 -4.247 -3.267  -0.580
C3 2.244 -4.108 -2.843  -0.435
C4 1.128 -4.246 -3.679  0.191
C5 1.327 -4.512 -4.993  -0.232
C6 2.647 -4.525 -5.428  -0.285
N1 -0.268 -4.136 -3.144  1.145
O1 -1.208 -4.427 -3.850  -0.622
O2 -0.282 -3.790 -1.965  -0.606
H1 4.757 -4.605 -4.995  0.418
H2 4.368 -4.010 -2.548  0.430
H3 2.141 -4.022 -1.786  0.382
H4 0.450 -4.573 -5.694  0.383
H5 2.744 -4.514 -6.532  0.355
C7 -4.990 0.825 4.362  -0.511
C8 -5.433 -0.137 5.222  -0.402
C9 -5.459 0.134 6.627  -0.463
C10 -4.806 1.294 7.063  0.051
C11 -4.258 2.208 6.213  -0.008
C12 -4.313 1.948 4.855  -0.447
N2 -4.774 1.591 8.509  0.946
O3 -4.127 2.609 8.882  -0.586
O4 -5.436 0.950 9.251  -0.585
H6 -5.044 0.461 3.349  0.396
H7 -5.847 -1.053 4.862  0.383
H8 -6.030 -0.352 7.427  0.406
H9 -3.773 3.080 6.613  0.444
H10 -3.850 2.651 4.149  0.364
C13 -3.904 0.715 -4.432  -0.601
C14 -4.110 -0.584 -3.894  -0.292
C15 -3.750 -0.934 -2.563  -0.516
C16 -3.243 0.081 -1.787  0.309
C17 -3.017 1.350 -2.278  -0.414
C18 -3.333 1.670 -3.595  -0.350
N3 -2.888 -0.226 -0.427  1.075
O5 -2.112 0.513 0.168  -0.602
O6 -3.348 -1.267 0.022  -0.600
H11 -4.185 0.941 -5.473  0.417
H12 -4.587 -1.334 -4.542  0.364
H13 -3.970 -1.915 -2.135  0.499
H14 -2.563 2.089 -1.530  0.300
H15 -3.152 2.696 -3.893  0.411
C19 0.351 0.418 -3.846  -1.094
C20 1.351 0.838 -4.683  -0.538
C21 1.618 0.108 -5.861  -0.439
C22 0.963 -1.005 -6.142  -0.131
C23 -0.072 -1.443 -5.383  -0.683
C24 -0.317 -0.740 -4.188  0.083
N4 1.299 -1.710 -7.424  1.093
O7 2.066 -1.155 -8.203  -0.641
O8 0.774 -2.775 -7.645  -0.599
H16 0.010 0.894 -2.934  0.465
H17 1.927 1.711 -4.459  0.672
H18 2.307 0.473 -6.564  0.606
H19 -0.584 -2.316 -5.673  0.625
H20 -1.124 -1.066 -3.564  0.561
C25 1.842 2.245 2.815  -0.592
C26 2.776 1.262 3.213  -0.572
C27 2.913 0.098 2.531  -0.541
C28 2.087 -0.144 1.406  -0.056
C29 1.128 0.765 1.058  -0.101
C30 0.997 1.964 1.783  -0.504
N5 2.302 -1.249 0.552  1.042
O9 3.323 -1.959 0.714  -0.603
O10 1.460 -1.551 -0.278  -0.509
H21 1.730 3.258 3.242  0.371
H22 3.385 1.545 4.037  0.508
H23 3.553 -0.656 2.886  0.575
H24 0.508 0.501 0.210  0.475
H25 0.258 2.632 1.464  0.484
N6 4.962 0.511 -0.850  0.114
C31 4.165 0.435 -2.008  -0.691
C32 4.523 1.416 -2.897  -0.333
C33 5.537 2.122 -2.293  -0.711
C34 5.816 1.563 -1.040  -0.598
H26 4.779 -0.028 -0.021  0.203
H27 3.406 -0.278 -2.088  0.736
H28 4.116 1.624 -3.861  0.494
H29 6.139 2.891 -2.736  0.379
H30 6.557 1.757 -0.303  0.448
N7 -0.841 3.299 7.849  0.042
C35 0.391 3.807 7.601  -0.599
C36 1.151 2.768 7.075  -0.265
C37 0.279 1.639 6.863  -0.502
C38 -0.915 1.990 7.386  -0.500
H31 -1.639 3.844 8.120  0.232
H32 0.673 4.833 7.703  0.399
H33 2.232 2.862 6.920  0.384
H34 0.576 0.724 6.367  0.436
H35 -1.808 1.452 7.489  0.390


Computed, not measured: C38H36CrN5O5 as an isolated structure in a non-equilibrium geometry, with ωB97M-V with the def2-TZVPD basis set.

Results
F_max (eV/Å): 1.142
Expectation value of S²: 3.8139
E (eV): -86099.5631
Frontier orbital gap (spin up / spin down) (eV): 6.76 / 6.76
Multiplicity: 4
Charge: 0
Relative energy (zero: lowest compared OMol25 entry of this formula, charge and spin) (eV): 0.0000

Each line ends with the Mulliken charge.
CARTESIAN COORDINATES (ANGSTROEM)
Cr1 -0.907 -1.429 1.301  -0.409
O1 1.035 -1.770 1.786  -0.406
C1 1.567 -1.499 2.938  0.014
C2 2.908 -1.053 3.012  -0.570
C3 3.484 -0.750 4.218  -0.564
C4 2.784 -0.898 5.433  -0.799
C5 1.498 -1.362 5.391  -0.645
C6 0.873 -1.653 4.162  0.742
C7 -0.451 -2.181 4.155  -0.458
N1 -1.207 -2.290 3.122  0.650
C8 -2.479 -3.005 3.272  -0.692
C9 -3.581 -2.261 2.501  -0.876
N2 -2.995 -1.215 1.668  0.770
C10 -3.655 -0.102 1.593  -0.598
C11 -3.422 0.936 0.653  0.642
C12 -3.943 2.228 0.869  -0.385
C13 -3.751 3.232 -0.041  -0.958
C14 -3.053 2.933 -1.239  -0.476
C15 -2.570 1.682 -1.505  -0.303
C16 -2.702 0.613 -0.550  0.082
O2 -2.235 -0.538 -0.749  -0.751
H1 3.450 -0.937 2.081  0.560
H2 4.506 -0.391 4.238  0.418
H3 3.256 -0.655 6.375  0.402
H4 0.935 -1.499 6.309  0.376
H5 -0.841 -2.549 5.108  0.229
H6 -2.728 -3.110 4.329  0.328
H7 -2.356 -4.010 2.867  0.326
H8 -4.329 -1.842 3.181  0.426
H9 -4.099 -2.967 1.851  0.347
H10 -4.492 0.032 2.289  0.266
H11 -4.487 2.427 1.788  0.404
H12 -4.133 4.227 0.141  0.387
H13 -2.911 3.722 -1.971  0.426
H14 -2.058 1.452 -2.433  0.270
C17 4.824 -0.428 -2.587  -0.638
O3 3.867 -0.449 -3.649  -0.581
C18 3.064 0.664 -3.699  0.796
C19 3.293 1.627 -4.664  -0.238
C20 2.467 2.741 -4.749  -0.645
C21 1.403 2.870 -3.869  -1.321
C22 1.149 1.888 -2.919  0.175
C23 1.983 0.777 -2.822  -0.723
N3 1.769 -0.285 -1.928  0.304
C24 0.907 -0.271 -0.851  -1.178
N4 0.968 0.856 -0.105  0.838
C25 0.316 1.247 1.087  -1.781
C26 -0.534 0.463 1.864  2.445
C27 -1.029 1.021 3.044  -1.286
C28 -0.710 2.308 3.441  -1.077
C29 0.117 3.091 2.646  -0.442
C30 0.611 2.565 1.473  1.085
O4 1.462 3.269 0.646  -0.559
C31 0.973 4.518 0.169  -0.864
N5 0.164 -1.272 -0.554  1.166
C32 -0.087 -2.343 -1.427  0.251
C33 -0.020 -3.629 -0.903  -0.718
C34 -0.366 -4.745 -1.655  -1.052
C35 -0.786 -4.571 -2.960  -0.767
C36 -0.872 -3.291 -3.505  -0.924
C37 -0.537 -2.174 -2.749  0.319
O5 -0.622 -0.901 -3.201  0.492
C38 -1.205 -0.678 -4.472  -1.367
H15 5.485 -1.275 -2.751  0.262
H16 4.341 -0.521 -1.613  0.104
H17 5.402 0.497 -2.619  0.325
H18 4.129 1.488 -5.338  0.464
H19 2.652 3.496 -5.502  0.408
H20 0.747 3.729 -3.928  0.470
H21 0.284 1.969 -2.270  0.578
H22 1.949 -1.202 -2.312  0.615
H23 1.636 1.544 -0.418  0.736
H24 -1.699 0.438 3.667  0.243
H25 -1.104 2.708 4.368  0.441
H26 0.384 4.098 2.943  0.493
H27 1.816 5.039 -0.277  0.283
H28 0.562 5.124 0.977  0.397
H29 0.197 4.356 -0.583  0.199
H30 0.354 -3.744 0.110  0.541
H31 -0.296 -5.735 -1.224  0.453
H32 -1.050 -5.425 -3.570  0.412
H33 -1.217 -3.171 -4.521  0.496
H34 -1.200 0.399 -4.615  0.330
H35 -2.232 -1.049 -4.500  0.401
H36 -0.623 -1.145 -5.270  0.463